Record 1
C10H9MnN2O5 | ωB97M-V with the def2-TZVPD basis set

Each line ends with the Mulliken spin population.
Geometry (Å):
O 4.110 -0.396 -3.758  0.000
C 3.320 -0.227 -2.948  -0.001
Mn 0.044 -0.066 0.024  3.677
O 2.964 0.507 0.191  0.114
C 1.841 0.191 0.148  -0.072
C -0.430 0.584 1.654  -0.065
O -0.620 0.933 2.751  0.088
C -1.573 -0.596 -0.681  -0.003
O -2.670 -0.831 -0.996  0.056
C -0.194 1.576 -0.802  -0.031
O -0.435 2.628 -1.229  0.067
H 0.240 -0.382 -1.546  -0.138
C 2.415 -4.732 1.425  0.002
C 1.310 -3.761 1.421  0.094
C 0.054 -3.789 2.016  0.064
C -0.591 -2.592 1.688  -0.019
N 0.249 -1.850 0.902  0.149
N 1.384 -2.600 0.771  -0.014
C -1.951 -2.197 2.114  0.015
H 2.767 -4.912 2.453  0.009
H 2.076 -5.699 1.021  0.008
H 3.249 -4.356 0.817  0.000
H -0.342 -4.603 2.598  0.004
H 2.189 -2.320 0.213  0.000
H -2.679 -2.949 1.766  0.001
H -2.014 -2.155 3.214  0.001
H -2.243 -1.221 1.720  -0.006

The calculation puts the frontier orbital gap (spin up / spin down) at 8.11 / 5.59 eV. The total charge is +2. Its spin multiplicity is 5. Its expectation value of S² is 6.0763. The HOMO energy (spin up / spin down) comes out at -0.6045 / -0.6282 hartree.


Record 2
C10H9N | ωB97M-V with the def2-TZVPD basis set

Each line ends with the natural charge from an NBO analysis.
Geometry (Å):
C -3.236 -0.034 0.016  -0.200
C -2.608 1.113 0.203  -0.239
C -1.204 1.222 0.239  -0.207
C -0.497 0.020 0.012  -0.038
C -1.113 -1.177 -0.251  -0.239
C -2.431 -1.230 -0.185  -0.197
C 1.002 0.064 -0.052  0.066
C 1.835 1.101 -0.341  -0.263
C 3.234 0.700 -0.215  -0.328
C 3.086 -0.701 0.203  -0.045
H -4.586 0.028 -0.104  0.219
H -3.239 2.080 0.285  0.216
H -0.693 2.229 0.500  0.234
H -0.391 -2.140 -0.451  0.217
H -3.132 -2.129 -0.490  0.222
H 1.351 1.993 -0.479  0.208
H 4.018 1.336 -0.535  0.225
H 3.873 -1.394 0.491  0.214
H 1.573 -1.880 0.790  0.416
N 1.831 -0.942 0.318  -0.483

The calculation puts the frontier orbital gap at 8.54 eV. The total charge is 0. The HOMO energy comes out at -0.2843 hartree.


Record 3
C10H9N2O | ωB97M-V with the def2-TZVPD basis set

Each line ends with the natural charge from an NBO analysis.
Geometry (Å):
C -2.741 -1.065 0.105  -0.699
C -1.671 -1.315 -0.926  0.541
N -1.598 -2.087 -1.921  -0.566
C -0.369 -2.098 -2.507  0.227
C 0.313 -0.940 -2.303  0.051
N -0.142 -0.418 -1.230  -0.255
C 0.529 0.297 -0.325  0.090
C 1.515 1.157 -0.947  -0.164
C 2.185 2.071 -0.165  -0.183
C 2.065 1.952 1.165  -0.211
C 1.281 1.012 1.830  0.348
O 1.328 0.989 3.175  -0.648
C 0.387 0.239 1.043  -0.285
H -3.814 -1.556 -0.006  0.277
H -2.905 -0.063 0.023  0.270
H -2.395 -1.281 1.034  0.257
H -2.305 -2.856 -2.168  0.487
H 1.821 1.066 -2.039  0.258
H 2.966 2.775 -0.583  0.253
H 2.666 2.528 1.766  0.236
H 1.187 0.076 3.548  0.500
H -0.304 -0.484 1.432  0.214

The calculation puts the frontier orbital gap (spin up / spin down) at 6.40 / 5.36 eV. The total charge is +1. The HOMO energy (spin up / spin down) comes out at -0.4494 / -0.4445 hartree.


Record 4
C10H9N2P | ωB97M-V with the def2-TZVPD basis set

Each line ends with the natural charge from an NBO analysis.
Geometry (Å):
N 2.081 0.699 3.992  -0.322
C 1.674 0.669 2.899  0.217
C 1.094 0.671 1.661  -0.775
P 0.649 -0.872 1.181  0.907
C 0.660 -0.786 -0.603  -0.418
C -0.281 0.182 -1.196  -0.207
C -0.217 0.368 -2.523  -0.202
C 0.641 -0.312 -3.360  -0.208
C 1.551 -1.231 -2.856  -0.190
C 1.616 -1.399 -1.438  -0.190
H 1.624 1.276 0.902  0.268
H -1.101 0.334 -0.521  0.223
H -1.078 0.930 -2.989  0.220
H 0.675 -0.402 -4.460  0.229
H 2.248 -1.783 -3.358  0.213
H 2.405 -2.010 -0.990  0.216
C -2.395 -0.128 1.690  -0.691
C -2.455 0.832 2.533  0.443
N -2.726 1.627 3.373  -0.615
H -1.933 -1.082 1.736  0.248
H -2.636 0.072 0.582  0.233
H -2.094 2.346 3.747  0.399

The calculation puts the frontier orbital gap at 7.67 eV. The total charge is 0. The HOMO energy comes out at -0.3244 hartree.


Record 5
C10H9N3O | ωB97M-V with the def2-TZVPD basis set

Each line ends with the natural charge from an NBO analysis.
Geometry (Å):
N 1.614 -1.165 -2.789  -0.789
C 1.196 -0.029 -2.176  0.205
C 1.556 1.231 -2.645  -0.303
C 1.188 2.383 -1.935  -0.155
C 0.417 2.298 -0.756  -0.336
C 0.076 1.013 -0.336  0.406
O -0.837 0.900 0.656  -0.492
C -1.013 -0.007 1.573  0.479
C -2.374 -0.331 1.901  -0.034
N -2.614 -1.164 2.881  -0.362
C -1.566 -1.855 3.390  -0.063
C -0.279 -1.640 2.945  0.007
N -0.003 -0.719 2.041  -0.452
C 0.440 -0.158 -0.992  -0.361
H 1.458 -1.127 -3.747  0.379
H 1.193 -1.954 -2.234  0.375
H 2.139 1.242 -3.572  0.212
H 1.425 3.376 -2.357  0.217
H 0.119 3.290 -0.278  0.237
H -3.215 0.308 1.554  0.207
H -1.818 -2.631 4.079  0.202
H 0.608 -2.147 3.375  0.203
H 0.289 -1.114 -0.577  0.217

The calculation puts the frontier orbital gap at 8.83 eV. The total charge is 0. The HOMO energy comes out at -0.3025 hartree.


Record 6
C10H9N3O | ωB97M-V with the def2-TZVPD basis set

Each line ends with the natural charge from an NBO analysis.
Geometry (Å):
C -1.879 -1.852 0.161  -0.183
C -0.752 -1.707 0.865  -0.255
C -2.570 1.714 0.679  -0.077
C 1.912 0.253 0.694  0.242
C -2.048 0.599 -0.002  -0.237
C -2.712 -0.678 -0.195  0.486
C 1.697 0.859 -0.645  -0.491
C 0.338 0.502 -1.261  -0.438
C -0.283 -0.421 1.355  0.194
C -0.728 1.082 -0.387  0.136
N -1.672 2.683 0.728  -0.232
N 1.020 -0.216 1.444  -0.391
N -0.582 2.317 0.075  -0.342
O -3.868 -0.811 -0.554  -0.525
H -2.241 -2.822 -0.146  0.234
H -0.090 -2.546 1.043  0.241
H -3.528 1.811 1.151  0.213
H 2.925 0.226 1.083  0.197
H 1.721 1.950 -0.520  0.284
H 2.525 0.572 -1.298  0.235
H 0.269 0.950 -2.256  0.239
H 0.225 -0.579 -1.373  0.214
H -0.883 0.115 2.083  0.255

The calculation puts the frontier orbital gap (spin up / spin down) at 7.56 / 7.56 eV. The total charge is 0. The HOMO energy (spin up / spin down) comes out at -0.3226 / -0.3225 hartree.


Record 7
C11H10AlClN | ωB97M-V with the def2-TZVPD basis set

Each line ends with the natural charge from an NBO analysis.
Geometry (Å):
C 0.890 -1.905 2.720  -0.487
C 0.945 -1.836 1.269  -0.350
C -0.397 -1.844 0.782  -0.245
H 1.833 -2.129 0.705  0.259
C -1.303 -1.850 1.891  -0.404
C -0.515 -2.098 3.051  -0.231
H -0.918 -2.572 3.951  0.251
H 1.732 -2.212 3.360  0.259
H -0.667 -2.111 -0.237  0.257
H -2.388 -1.995 1.830  0.246
Al 0.186 0.227 2.297  1.604
Cl 1.278 2.005 2.405  -0.500
C 0.110 2.910 -2.792  -0.371
C -1.130 2.265 -3.139  -0.374
C -0.817 1.021 -3.792  -0.376
H -2.140 2.669 -2.971  0.176
C 0.616 0.897 -3.850  -0.374
C 1.189 2.065 -3.233  -0.372
H 2.263 2.289 -3.149  0.177
H 0.214 3.894 -2.312  0.178
H -1.544 0.308 -4.211  0.174
H 1.175 0.074 -4.322  0.175
N -0.336 -0.119 5.455  -0.445
C -0.277 0.048 4.292  -0.227

The calculation puts the frontier orbital gap at 3.57 eV. The total charge is -1. The HOMO energy comes out at -0.0949 hartree.


Record 8
C11H10Br2F9MgNNb | ωB97M-V with the def2-TZVPD basis set

Each line ends with the natural charge from an NBO analysis.
Geometry (Å):
F 2.961 1.453 0.272  -0.319
C 3.892 0.564 -0.462  0.935
F 5.173 0.561 0.340  -0.304
F 4.149 1.123 -1.822  -0.281
C 3.423 -1.003 -0.566  0.576
F 4.663 -1.824 -0.302  -0.292
F 3.032 -1.364 -1.980  -0.284
C 2.326 -1.478 0.557  0.605
F 2.423 -2.981 0.675  -0.297
F 2.723 -0.969 1.922  -0.397
C 0.778 -1.036 0.248  0.663
F 0.224 -0.527 1.558  -0.457
F 0.677 -0.028 -0.837  -0.312
C -0.212 -2.290 -0.181  -0.480
C -1.552 -1.835 -1.015  -0.865
Nb -3.170 -0.831 0.253  1.242
Br -4.713 -0.457 -1.868  -0.240
Br -5.091 0.277 1.718  -0.185
C -2.124 1.213 -0.031  -0.342
C -1.669 2.010 1.352  -0.200
C -0.882 3.438 0.972  -0.278
C -0.726 3.756 -0.618  0.065
N -1.198 3.013 -1.822  -0.391
C -1.906 1.727 -1.557  0.040
H 0.423 -2.973 -0.927  0.265
H -0.444 -2.973 0.754  0.263
H -2.039 -2.843 -1.427  0.282
H -1.274 -1.217 -1.998  0.260
H -2.242 -1.187 1.777  -0.309
H -3.958 -2.468 0.439  -0.155
H -1.833 1.621 2.442  0.255
H -0.443 4.140 1.828  0.262
H -0.127 4.763 -0.855  0.246
H -2.273 1.074 -2.476  0.276
Mg 1.009 -0.448 3.632  1.152

The calculation puts the frontier orbital gap at 2.53 eV. The total charge is +1. The HOMO energy comes out at -0.4018 hartree.


Record 9
C11H10BrCdF3O3S | ωB97M-V with the def2-TZVPD basis set

Each line ends with the natural charge from an NBO analysis.
Geometry (Å):
C -2.556 -0.789 0.253  -0.373
C -2.351 -1.298 1.587  -0.404
C -2.399 -0.176 2.505  -0.387
H -2.162 -2.305 1.850  0.219
C -2.598 1.019 1.731  -0.426
C -2.676 0.648 0.341  -0.439
H -2.777 1.313 -0.478  0.224
H -2.551 -1.362 -0.636  0.230
H -2.253 -0.226 3.551  0.224
H -2.624 2.007 2.116  0.215
Cd -0.553 0.109 1.074  1.597
Br 0.558 -0.781 -0.722  -0.733
C 2.173 0.746 -3.823  -0.361
C 1.068 1.540 -4.258  -0.372
C 0.071 0.660 -4.782  -0.374
H 0.999 2.606 -4.203  0.165
C 0.561 -0.677 -4.671  -0.368
C 1.860 -0.624 -4.078  -0.360
H 2.488 -1.463 -3.863  0.171
H 3.077 1.113 -3.384  0.169
H -0.875 0.952 -5.188  0.165
H 0.046 -1.563 -4.978  0.167
F 3.086 0.159 5.022  -0.321
C 2.692 -0.282 3.806  0.773
F 3.252 0.459 2.828  -0.305
F 3.004 -1.586 3.655  -0.315
S 0.750 -0.092 3.718  2.188
O 0.206 -0.287 5.026  -0.967
O 0.461 1.296 3.320  -0.985
O 0.021 -1.116 2.682  -1.018

The calculation puts the frontier orbital gap at 4.86 eV. The total charge is -2. The HOMO energy comes out at -0.0018 hartree.


no.,calculated total energy (eV)
1,-55030.58068
2,-12003.28338
3,-15528.38966
4,-22780.15570
5,-17032.62995
6,-17030.03744
7,-32178.03580
8,-184571.73054
9,-111304.03529